# C2H12BeF6NO10S2

C2H12BeF6NO10S2 as an isolated structure in a non-equilibrium geometry (wB97M-V/def2-TZVPD, OMol25).

```
34
Properties=species:S:1:pos:R:3:forces:R:3
Be 0.2173 0.0051 1.0036 -0.1 0.6 -0.9
C 1.4312 -0.6807 -3.1243 -0.8 1.3 -1.1
F 2.5674 -1.1900 -2.7108 0.2 0.1 0.0
F 1.4499 -0.4250 -4.4435 0.5 0.1 1.3
F 0.4531 -1.5371 -2.9305 -0.5 -0.9 0.5
S 0.9957 0.9396 -2.1362 1.6 0.9 1.1
O 2.0750 1.2321 -1.2186 -0.8 -1.3 0.2
O 0.7869 1.9884 -3.0745 -1.0 -0.8 -0.2
N -0.3846 0.4496 -1.1563 3.7 -0.6 0.2
S -1.6718 1.1580 -1.7162 -5.0 3.2 -0.6
O -1.9714 2.3954 -1.0058 0.9 -0.7 0.2
O -1.8964 1.2423 -3.1510 1.1 -1.2 1.7
C -3.0600 0.0718 -1.0314 2.3 -0.4 -0.9
F -2.8354 -0.1576 0.2832 -0.5 0.4 0.1
F -4.2235 0.6017 -1.2654 -0.2 0.0 0.4
F -2.9276 -1.1029 -1.6407 -0.7 -0.5 -0.2
O -0.8112 -2.4195 -0.1007 0.5 0.2 0.2
H -0.5196 -2.5660 -1.0068 -0.1 0.2 -0.1
H -1.4667 -3.1059 0.0585 -0.1 0.0 0.1
O 0.4646 -1.6944 2.7984 0.3 0.7 -0.5
H -0.0104 -2.3587 3.3085 -0.4 0.1 -0.2
H 1.3416 -1.6583 3.1941 0.1 0.1 -0.2
O 2.3566 0.6591 2.4416 -0.4 -0.3 -0.1
H 2.4967 0.8362 3.3779 -0.2 0.1 0.1
H 3.2348 0.7070 2.0490 0.0 0.2 -0.2
O 2.2959 -1.2217 0.2125 -0.9 0.1 0.3
H 2.1377 -2.0697 -0.2174 -0.1 -0.1 0.0
H 3.1842 -1.2936 0.5748 0.0 0.2 0.1
O -1.6060 0.6542 2.7073 0.3 -0.5 -0.4
H -1.5546 0.9354 3.6257 0.3 0.0 0.0
H -2.5194 0.8202 2.4485 0.0 0.0 -0.3
O 0.0086 2.5410 1.3374 0.1 -0.5 0.0
H 0.5758 3.2130 1.7275 0.3 -0.2 0.0
H -0.6144 3.0309 0.7817 -0.2 -0.3 -0.3
```
Forces are in eV/Å.

## Properties
HOMO: -13.2726 eV
total energy: -2300.55396 Ha
total charge: +1
max |F|: 0.115 hartree/bohr
frontier orbital gap: 8.04 eV
relative energy (zero: lowest compared OMol25 entry of this formula, charge and spin): 107.1 kJ/mol

Atom charges from the Löwdin analysis, given in e for atoms 1 to 4: 1.01, -0.64, 0.17, 0.16



# C4H4N2

One molecule with the formula C4H4N2 in a non-equilibrium geometry (wB97M-V/def2-TZVPD, OMol25).

```
10
Properties=species:S:1:pos:R:3:forces:R:3
N 0.4418 1.2397 -0.0195 2.5 0.4 1.5
C 0.2519 -0.1157 0.7195 0.1 1.7 -0.7
C -0.8423 -0.3427 -0.1532 -1.6 -2.3 0.3
C -1.6734 -0.6049 -0.9953 -0.1 0.7 0.0
C 1.2479 -1.2467 0.6877 0.9 0.3 -0.5
N 1.9814 -2.1460 0.6742 -1.1 1.3 0.1
H 0.9224 1.2007 -0.8962 0.0 -0.3 -0.2
H -0.2973 1.9517 -0.0044 0.3 -1.2 0.4
H 0.1008 0.1306 1.7749 -0.4 -0.2 -0.3
H -2.1333 -0.0667 -1.7878 -0.6 -0.5 -0.5
```
Forces are in eV/Å.

## Properties
HOMO: -9.0981 eV
total energy: -264.17311 Ha
max |F|: 0.056 hartree/bohr
frontier orbital gap: 9.64 eV
relative energy (zero: lowest compared OMol25 entry of this formula, charge and spin): 402.5 kJ/mol

Atom charges from the Löwdin analysis, given in e for atoms 1 to 4: 0.04, -0.29, -0.20, 0.08



# C9H21NP

An isolated ion of composition C9H21NP and charge +1 in a non-equilibrium geometry (wB97M-V/def2-TZVPD, OMol25).

```
32
Properties=species:S:1:pos:R:3:forces:R:3
C 3.8606 -0.2543 -0.6182 -1.3 -0.8 0.8
C 1.4793 1.7168 0.2216 2.2 0.0 -1.8
C -2.5387 -0.6205 -0.0066 -1.8 3.0 2.5
C -0.9940 0.1415 -1.6992 -1.9 0.0 1.2
C -0.6120 -2.0566 -0.5548 1.4 2.8 0.9
C -0.1669 -0.6356 1.9965 2.0 0.6 -0.6
C -0.9424 1.4390 1.0974 2.2 1.2 0.8
C 1.1172 0.2663 0.3498 2.6 1.0 -1.8
C -1.1133 -0.5801 -0.3277 0.2 -0.7 -1.2
N -0.2748 0.1289 0.7276 -0.7 0.0 0.9
P 2.2324 -1.0003 0.0047 -0.2 1.2 0.9
H 4.6765 0.0383 0.0565 -0.6 0.0 0.0
H 4.1114 -1.1669 -1.1187 0.9 -0.5 -0.5
H 1.5805 2.1837 1.1917 -0.2 0.4 0.1
H 0.8007 2.2543 -0.4855 0.5 -0.2 0.8
H 2.5208 1.7812 -0.2367 -1.4 0.0 0.6
H -3.0690 0.4020 -0.0265 0.8 -1.5 -0.5
H -2.9852 -1.2824 -0.6646 -1.1 -1.1 -1.3
H -2.7612 -0.9610 0.9936 0.0 -0.5 0.4
H -0.0212 0.0871 -1.9859 3.0 0.3 -1.1
H -1.4162 1.1552 -1.8699 0.3 -0.6 0.7
H -1.5223 -0.5101 -2.3574 -0.5 -0.3 -0.7
H -0.5849 -2.8462 0.1659 0.0 0.2 1.1
H -1.1118 -2.4383 -1.3454 -2.1 -1.0 -2.5
H 0.3428 -1.8464 -0.9809 0.9 -0.8 -0.1
H 0.3737 -1.5203 1.6751 -0.3 -0.3 1.0
H 0.4920 0.0544 2.5422 -0.2 -0.9 0.6
H -1.0859 -0.7526 2.4737 -1.5 -0.5 0.7
H -0.3321 2.1426 1.8115 -0.9 -1.9 -1.4
H -1.0906 1.9755 0.1834 -0.7 0.3 -0.2
H -1.7942 1.1500 1.6316 -1.5 -0.1 0.4
H 3.6303 0.4410 -1.3874 0.1 0.9 -0.5
```
Forces are in eV/Å.

## Properties
HOMO: -12.9130 eV
total energy: -751.26356 Ha
total charge: +1
max |F|: 0.083 hartree/bohr
frontier orbital gap: 9.22 eV
relative energy (zero: lowest compared OMol25 entry of this formula, charge and spin): 200.2 kJ/mol

Atom charges from the Löwdin analysis, given in e for atoms 1 to 4: -0.29, -0.10, -0.05, 0.00



Look up the frontier orbital gap of the second one.
9.64 eV